C26H26N5SV as an isolated structure, computed with ωB97M-V/def2-TZVPD.

**Spin multiplicity**: 2
**Expectation value of S²**: 0.776
**E**: -2622.1368 Ha
**Energy above the lowest of the compared OMol25 structures with the same formula, charge and spin**: 47.59 kcal per mole
**Net charge**: +1

XYZ file:
```
59
Properties=species:S:1:pos:R:3:forces:R:3
V 0.3990 -0.2602 -0.0943 2.66 1.45 2.91
C 0.9548 -1.8918 -2.3059 -0.14 -0.13 -0.74
N 1.1785 -1.9547 -0.8659 0.41 -0.80 -0.77
C 0.6431 -3.1650 -0.2339 -0.23 -0.26 0.27
C -0.3901 -2.8036 0.8077 -0.08 -0.24 -0.02
C -1.3548 -3.7112 1.2160 -0.02 0.17 0.17
C -2.2897 -3.3181 2.1648 0.34 0.15 -0.19
C -2.2009 -2.0367 2.6896 0.13 0.01 0.05
C -1.2131 -1.1915 2.2158 -0.31 -0.02 0.42
N -0.3360 -1.5510 1.2793 -0.86 -1.05 1.24
C 2.5539 -1.6575 -0.4603 0.67 0.11 0.12
C 2.4671 -0.8919 0.8444 0.56 -0.60 -0.26
C 2.7309 -1.4941 2.0760 0.02 0.11 0.57
C 2.6890 -0.7200 3.2216 -0.03 -0.35 -0.50
C 2.4430 0.6469 3.0973 -0.02 0.30 -0.31
C 2.2137 1.1668 1.8390 0.42 0.49 1.05
N 2.2012 0.4211 0.7351 -0.18 0.06 0.00
C 1.0535 -0.4588 -2.7710 0.02 -0.20 -0.27
C 1.1684 -0.1275 -4.1101 0.01 0.16 0.01
C 1.1807 1.2122 -4.4719 -0.01 -0.22 0.35
C 1.1466 2.1700 -3.4676 0.05 -0.09 0.03
C 1.0547 1.7523 -2.1533 0.12 0.41 -0.18
N 0.9614 0.4701 -1.8103 0.56 0.55 -2.29
H 1.6493 -2.5321 -2.8696 -0.12 0.06 0.03
H -0.0697 -2.2328 -2.5046 0.18 -0.01 0.07
H 0.1918 -3.8301 -0.9776 0.11 0.15 0.05
H 1.4494 -3.7321 0.2497 -0.07 0.07 -0.10
H -1.3853 -4.6991 0.7823 0.00 -0.07 -0.05
H -3.0703 -3.9934 2.4756 -0.08 -0.08 0.06
H -2.8918 -1.6926 3.4435 -0.04 0.05 0.02
H -1.1191 -0.1709 2.5690 -0.11 -0.09 -0.01
H 3.1515 -2.5703 -0.3441 -0.03 0.08 -0.09
H 3.0248 -1.0154 -1.2149 -0.08 -0.22 0.13
H 2.9663 -2.5487 2.1287 0.00 -0.02 -0.02
H 2.8645 -1.1588 4.1916 0.05 -0.06 0.07
H 2.4447 1.2862 3.9651 0.01 0.13 0.03
H 2.0676 2.2291 1.6844 -0.11 -0.08 0.09
H 1.2308 -0.9065 -4.8539 -0.01 -0.07 -0.07
H 1.2233 1.4970 -5.5093 0.05 0.06 -0.16
H 1.1870 3.2213 -3.7014 0.01 0.11 0.02
H 1.0367 2.4516 -1.3285 -0.02 0.03 -0.11
C -3.2152 2.6341 -1.3187 0.02 -0.08 -0.07
C -2.2891 2.7142 -0.1498 -0.07 0.12 -0.01
C -2.6275 2.1452 1.0713 0.00 0.04 -0.05
C -1.7898 2.2764 2.1651 -0.02 0.03 0.11
C -0.5918 2.9619 2.0490 0.08 -0.03 0.09
C -0.2353 3.5131 0.8274 0.05 0.13 0.01
C -1.0827 3.3968 -0.2614 -0.12 -0.03 0.14
H -2.8960 1.8399 -1.9944 -0.10 -0.03 -0.09
H -3.2161 3.5710 -1.8702 -0.03 0.06 -0.08
H -4.2291 2.4218 -0.9918 -0.09 -0.07 -0.08
H -3.5695 1.6228 1.1663 -0.08 -0.04 0.01
H -2.0931 1.8831 3.1254 -0.02 -0.05 0.09
H 0.0434 3.0968 2.9140 0.02 0.00 0.04
H 0.6758 4.0906 0.7422 0.10 0.03 -0.02
H -0.8360 3.8679 -1.2035 0.03 0.07 -0.05
S -3.6797 -1.1660 -1.8720 -0.67 -0.19 -0.23
C -2.3105 -0.6993 -1.2384 0.49 0.05 0.12
N -1.2643 -0.3786 -0.7885 -3.47 -0.10 -1.56
```
Forces are in eV/Å.